[1]
C13H30ClI2IrOP2 as an isolated structure at a distorted geometry, computed with ωB97M-V/def2-TZVPD.

Each line ends with the Löwdin spin population.
Cartesian coordinates (Å):
I1 1.2564 -4.6079 -4.1398  1.542
I2 0.7379 -2.0393 -5.0486  1.425
Ir1 -0.1671 -0.2561 -0.0012  0.838
P1 2.0815 0.3383 0.3402  0.005
C1 3.3216 -0.3901 -0.8098  0.001
C2 2.2994 2.1415 0.1196  0.001
H1 2.0042 0.3682 2.7611  0.000
H2 3.6991 0.2236 2.1435  0.000
H3 2.5969 -1.2047 2.1301  0.001
C3 2.6601 -0.1130 2.0249  0.000
H4 1.5928 2.6601 0.7775  0.001
H5 3.3390 2.3950 0.3696  0.000
H6 4.3068 -0.0165 -0.5097  0.000
H7 3.0715 -0.0595 -1.8223  0.001
H8 2.0864 2.3751 -0.9313  0.001
H9 3.2767 -1.4822 -0.7493  0.000
C4 0.4594 -1.5885 -1.0853  0.018
O1 1.0247 -2.4185 -1.6875  0.018
Cl1 -0.5242 1.0652 1.9030  0.055
C5 -2.5511 -2.5667 1.7801  0.003
C6 -3.0924 -2.1297 0.4064  0.000
C7 -4.6317 -2.1034 0.4153  0.000
P2 -2.3988 -0.5450 -0.2500  0.011
C8 -2.5096 -0.6771 -2.0889  0.006
C9 -3.8925 -1.0261 -2.6324  0.001
C10 -1.9048 0.6228 -2.6233  0.039
C11 -3.3991 0.9014 0.3955  0.001
C12 -4.6741 1.2390 -0.3990  0.000
C13 -3.7344 0.7147 1.8835  0.000
H10 -2.8354 -1.8496 2.5593  0.000
H11 -1.4648 -2.6442 1.7767  0.002
H12 -2.9821 -3.5439 2.0461  0.000
H13 -2.7795 -2.8596 -0.3616  0.000
H14 -5.0251 -1.4671 1.2133  0.000
H15 -5.0506 -1.7548 -0.5267  0.000
H16 -5.0220 -3.1116 0.5971  0.000
H17 -1.8197 -1.5167 -2.3397  0.003
H18 -4.6211 -0.2647 -2.3724  0.000
H19 -3.8618 -1.0541 -3.7275  0.000
H20 -4.2418 -2.0088 -2.2934  0.000
H21 -1.0460 0.9642 -2.0161  0.019
H22 -1.5507 0.4460 -3.6441  0.005
H23 -2.6734 1.3905 -2.6430  0.002
H24 -2.6974 1.7535 0.3344  0.001
H25 -5.4151 0.4388 -0.3042  0.000
H26 -5.1153 2.1489 0.0257  0.000
H27 -4.4827 1.4162 -1.4569  0.000
H28 -2.8607 0.3323 2.4208  0.000
H29 -4.0061 1.6828 2.3353  0.000
H30 -4.5769 0.0395 2.0653  0.000

Summary:
- <S²>: 6.02
- Total charge: +2
- Energy above the lowest of the compared OMol25 structures with the same formula, charge and spin: 21.1 kcal/mol
- E_LUMO (spin up / spin down): -6.0 / -11.5 eV
- Multiplicity: 5

=====

[2]
C13H30CuN2O7 as an isolated structure at a distorted geometry, computed with ωB97M-V/def2-TZVPD.

Each line ends with the natural charge from an NBO analysis.
Cartesian coordinates (Å):
Cu1 -0.6427 -0.1977 -0.1695  0.787
C1 -3.3466 -1.4532 -1.3903  0.839
O1 -3.1134 -0.4601 -0.6982  -0.901
O2 -2.7235 -1.7588 -2.3748  -0.848
O3 -4.5126 -1.3334 -1.8059  -0.893
C2 0.8900 -3.4823 -3.7323  -0.253
O4 1.6854 -2.5510 -3.0062  -0.563
C3 1.2358 -2.2925 -1.6665  -0.094
C4 2.1012 -1.1334 -1.0705  -0.238
N1 1.5611 -0.6134 0.2083  -0.672
C5 1.7780 -1.5831 1.3292  -0.250
C6 0.4332 -2.2661 1.6724  -0.071
O5 -0.6900 -1.3875 1.6965  -0.573
C7 -1.8475 -2.1887 2.0647  -0.263
H1 0.7523 -4.4019 -3.1635  0.157
H2 1.5017 -3.6805 -4.6125  0.177
H3 -0.1294 -3.1388 -3.9082  0.214
H4 1.4605 -3.1621 -1.0489  0.147
H5 0.1759 -2.0383 -1.6689  0.219
H6 2.1094 -0.2876 -1.7580  0.204
H7 3.1432 -1.4532 -1.0664  0.164
H8 2.1591 0.1897 0.3409  0.364
H9 2.0040 -0.9319 2.1736  0.192
H10 2.6409 -2.2389 1.2133  0.195
H11 0.5955 -2.7910 2.6138  0.168
H12 0.1980 -3.0181 0.9192  0.183
H13 -1.6852 -2.8157 2.9414  0.151
H14 -2.3202 -2.8473 1.3361  0.215
H15 -2.6503 -1.5257 2.3874  0.217
C8 -0.0033 3.4315 4.6293  -0.261
O6 0.3948 2.2084 3.9336  -0.538
C9 0.5917 2.2560 2.5494  -0.064
C10 -0.6531 2.7845 1.7934  -0.247
N2 -0.7958 2.1553 0.4599  -0.668
C11 0.2900 2.5881 -0.4473  -0.235
C12 -0.0879 2.4026 -1.8768  -0.071
O7 -0.3008 0.9940 -2.1867  -0.571
C13 -0.3614 0.7163 -3.5552  -0.262
H16 -0.0900 3.1706 5.6841  0.192
H17 -1.0025 3.8134 4.4198  0.172
H18 0.7075 4.2482 4.5030  0.166
H19 0.8973 1.2571 2.2382  0.199
H20 1.4664 2.8640 2.3186  0.143
H21 -0.6152 3.8673 1.6743  0.154
H22 -1.5462 2.6441 2.4023  0.216
H23 -1.7519 2.2879 0.1626  0.407
H24 1.1853 1.9782 -0.3259  0.183
H25 0.4680 3.6418 -0.2326  0.173
H26 0.7746 2.8081 -2.4057  0.173
H27 -1.0438 2.9137 -1.9916  0.184
H28 -1.3148 1.1810 -3.8069  0.194
H29 -0.5085 -0.3632 -3.5878  0.239
H30 0.5359 0.9941 -4.1081  0.150

Summary:
- Total charge: -1
- Energy above the lowest of the compared OMol25 structures with the same formula, charge and spin: 93.5 kcal/mol
- E_LUMO: 2.2 eV
- Multiplicity: 1

=====

[3]
C13H31CaN2O8P2S4 as an isolated structure at a distorted geometry, computed with ωB97M-V/def2-TZVPD.

Each line ends with the natural charge from an NBO analysis.
Cartesian coordinates (Å):
Ca1 -0.5216 0.3887 1.2979  1.770
C1 2.7366 -0.0363 -0.0530  -0.233
C2 2.6621 1.4978 -0.1781  -0.231
N1 1.3492 2.0121 0.1490  -0.699
C3 1.2870 3.2641 0.8792  -0.249
C4 1.9438 3.1947 2.2594  -0.536
S1 1.5275 1.7440 3.2684  0.204
C5 2.9490 0.6351 3.0037  -0.539
C6 2.6039 -0.6966 2.3381  -0.225
N2 1.9690 -0.5660 1.0501  -0.704
H1 3.7979 -0.3308 0.0043  0.165
H2 2.3320 -0.4811 -0.9631  0.208
H3 2.9819 1.7776 -1.1932  0.180
H4 3.3884 1.9563 0.4942  0.180
H5 0.7167 2.0336 -0.6407  0.414
H6 0.2302 3.5208 0.9950  0.264
H7 1.7714 4.0973 0.3405  0.160
H8 1.6141 4.0599 2.8351  0.240
H9 3.0321 3.2552 2.2039  0.200
H10 3.3890 0.4246 3.9801  0.220
H11 3.7070 1.1697 2.4308  0.205
H12 1.9168 -1.2541 2.9792  0.219
H13 3.5423 -1.2786 2.2829  0.160
H14 1.4186 -1.3865 0.8154  0.427
C7 -2.5545 0.0080 -2.5561  -0.564
C8 -1.3788 0.2120 -3.5129  -0.536
S2 0.2234 0.4725 -2.7014  0.207
C9 1.2615 -0.7453 -3.5456  -0.545
C10 0.9503 -2.2263 -3.3150  -0.557
S3 0.8122 -2.6829 -1.5668  0.197
C11 -0.8139 -3.4650 -1.4581  -0.536
C12 -1.9884 -2.7092 -2.0677  -0.554
S4 -2.2915 -1.1485 -1.2048  0.260
H15 -2.7872 0.9458 -2.0534  0.280
H16 -3.4305 -0.2838 -3.1415  0.208
H17 -1.2699 -0.6354 -4.1926  0.200
H18 -1.5875 1.0862 -4.1321  0.223
H19 1.2602 -0.5530 -4.6219  0.211
H20 2.2734 -0.5248 -3.1970  0.221
H21 0.0322 -2.5066 -3.8296  0.212
H22 1.7507 -2.8106 -3.7750  0.216
H23 -0.7701 -4.4711 -1.8826  0.203
H24 -0.9597 -3.5537 -0.3791  0.265
H25 -1.8344 -2.5159 -3.1300  0.199
H26 -2.8679 -3.3542 -1.9993  0.219
O1 -3.6886 3.0441 -0.5765  -1.012
P1 -2.6360 2.6015 0.5750  2.550
O2 -2.1699 3.7704 1.3517  -1.156
O3 -1.6094 1.7621 -0.1656  -1.293
O4 -3.5435 1.5870 1.4181  -1.126
P2 -3.2408 0.7376 2.8015  2.552
O5 -3.4090 -0.7774 2.2825  -1.037
O6 -4.2868 1.0558 3.7786  -1.130
O7 -1.7606 0.9398 3.0597  -1.274
H27 -4.2563 3.7464 -0.2455  0.494
H28 -2.5864 -1.2220 1.9990  0.514
C13 -0.6376 -2.9691 2.2930  -0.227
O8 -0.6675 -1.8282 1.5250  -1.079
H29 0.2739 -3.5779 2.1162  0.119
H30 -1.4914 -3.6449 2.0924  0.131
H31 -0.6648 -2.7651 3.3786  0.145

Summary:
- Total charge: -1
- Energy above the lowest of the compared OMol25 structures with the same formula, charge and spin: 10.4 kcal/mol
- E_LUMO: 2.0 eV
- Multiplicity: 1